No. 1
C5H13N3 | the ωB97M-V functional and the def2-TZVPD basis

```
21
Properties=species:S:1:pos:R:3:forces:R:3
C -1.17788 -1.99999 0.40680 -0.21 0.06 -0.45
C -0.54443 -2.07592 -0.76148 -0.10 -0.37 0.52
N -0.51997 -1.11382 -1.77585 0.27 0.03 -0.29
C -1.60950 -0.62590 -2.18428 0.10 -0.14 0.20
H -1.72136 -1.11489 0.70779 -0.01 0.01 0.04
H -1.19294 -2.86721 1.05066 0.22 0.12 0.21
H 0.08074 -2.94231 -0.95569 -0.08 0.02 -0.23
H -1.58035 0.07947 -3.00823 -0.13 0.17 0.09
H -2.56474 -0.91151 -1.73423 -0.09 -0.01 -0.19
N 1.94098 2.00032 -0.42297 0.02 -0.03 -0.13
C 0.95265 1.07365 0.12435 -0.41 0.57 1.12
C 0.96955 1.25885 1.65349 -0.15 -0.34 0.10
N -0.23552 0.71469 2.30345 -0.22 0.46 -0.37
H 1.50217 2.91296 -0.45602 0.19 0.12 0.08
H 2.18251 1.79680 -1.37885 0.02 -0.28 -0.23
H 1.13823 0.02777 -0.09355 0.17 0.06 -0.39
H -0.07002 1.33775 -0.17984 0.07 -0.36 -0.19
H 1.85443 0.78821 2.08886 0.11 0.19 -0.18
H 1.02758 2.33574 1.83824 0.16 -0.05 0.10
H -0.06023 0.06012 3.04504 0.30 -0.13 0.08
H -0.75295 1.48122 2.70468 -0.23 -0.08 0.10
```
Positions in Å, forces in eV/Å.

SMILES ... C=CN=C.NCCN
Relative energy (zero: lowest compared OMol25 entry of this formula, charge and spin) ... 2.1460 eV
Net charge ... 0
E_HOMO ... -8.971 eV
Spin multiplicity ... 1

These are the Mulliken partial charges, in e, on atoms 1 to 2: -0.70, 0.00



No. 2
C5H13N3 | the ωB97M-V functional and the def2-TZVPD basis

```
21
Properties=species:S:1:pos:R:3:forces:R:3
C -0.53246 -1.68130 -1.86311 -0.28 0.38 1.49
N -1.77922 -0.94833 -1.66336 -0.71 -0.17 -1.82
C -1.82622 0.31081 -1.79114 1.16 -0.04 0.38
N -0.76170 1.17497 -1.54893 -0.40 -0.01 -0.66
H -0.24444 -1.61794 -2.90882 0.01 -0.08 -0.11
H -0.72994 -2.70850 -1.56986 0.18 -0.16 -0.22
H 0.30666 -1.33505 -1.24370 0.12 0.02 -0.08
H -2.68787 0.82358 -2.22959 -0.34 -0.16 0.80
H -1.06772 2.06314 -1.18932 0.19 0.21 -0.07
H -0.01636 0.76490 -1.01252 0.03 0.06 0.16
C -0.75152 0.47453 1.75583 0.62 0.68 0.05
C 0.43802 -0.01973 1.42374 -0.66 -0.81 0.81
C 1.74621 0.69663 1.44710 0.28 0.49 -0.47
N 2.78331 -0.04310 2.18324 -0.04 -0.58 -0.44
H -1.66336 -0.10056 1.82026 0.07 -0.16 -0.25
H -0.82556 1.53493 1.99742 -0.10 -0.14 0.09
H 0.47269 -1.09141 1.21527 0.18 0.11 -0.12
H 2.05302 0.86457 0.39626 -0.03 0.11 0.17
H 1.63338 1.67496 1.92440 -0.09 -0.05 -0.16
H 3.70149 0.26950 1.88282 -0.05 0.34 0.17
H 2.77277 -0.99982 1.83230 -0.14 -0.06 0.27
```
Positions in Å, forces in eV/Å.

SMILES ... C/N=C\N.C=CCN
Relative energy (zero: lowest compared OMol25 entry of this formula, charge and spin) ... 2.0194 eV
Net charge ... 0
E_HOMO ... -8.497 eV
Spin multiplicity ... 1

These are the Mulliken partial charges, in e, on atoms 1 to 2: -0.64, -0.50



No. 3
C5H13N3 | the ωB97M-V functional and the def2-TZVPD basis

```
21
Properties=species:S:1:pos:R:3:forces:R:3
C 0.55455 0.78176 0.85035 0.22 -1.94 -0.06
C 1.94931 1.07710 0.30087 -0.03 0.17 -0.32
C -0.44964 -1.61653 -1.70991 -0.26 0.17 0.00
C -0.45410 0.28835 -0.07463 0.41 -0.55 0.53
C -0.24648 -1.09556 -0.29466 -1.09 0.04 -1.54
N -1.43675 1.05853 -0.64936 0.30 0.09 -0.18
N 0.17037 1.76495 1.81189 -0.20 0.22 0.36
N -0.62619 -2.05284 0.72420 0.34 0.23 0.51
H 0.78692 -0.56839 0.93293 0.09 2.13 1.06
H -2.32466 0.62993 -0.86697 0.17 0.11 0.06
H -1.47457 2.03104 -0.37512 0.01 -0.18 -0.31
H -0.79036 2.07637 1.75325 0.07 -0.30 0.13
H 0.77197 2.57152 1.93308 0.08 -0.32 -0.21
H -1.63633 -2.14211 0.81583 0.22 -0.09 -0.20
H -0.21346 -2.96882 0.58290 -0.08 0.23 0.01
H 1.95529 2.03696 -0.23447 0.09 -0.07 0.06
H 2.27701 0.28673 -0.37441 -0.13 0.10 -0.02
H 2.67989 1.12448 1.11275 -0.15 0.08 0.05
H -1.49680 -1.87898 -1.91371 -0.03 -0.13 -0.04
H -0.14180 -0.88301 -2.46002 0.01 -0.03 0.05
H 0.14582 -2.52150 -1.86479 -0.05 0.04 0.05
```
Positions in Å, forces in eV/Å.

Relative energy (zero: lowest compared OMol25 entry of this formula, charge and spin) ... 3.6491 eV
Net charge ... 0
E_HOMO ... -7.011 eV
Spin multiplicity ... 1

These are the Mulliken partial charges, in e, on atoms 1 to 2: 0.49, -1.45